(one)
Density functional theory data (the ωB97M-V functional and the def2-TZVPD basis) for a 4-piece molecular cluster, CH10N2O3 overall.

Geometry as XYZ:
```
16
Properties=species:S:1:pos:R:3:nbo_charge:R:1
H -1.413 0.967 -2.948 0.4757
H 0.649 -0.076 -2.080 0.5062
H -1.231 0.465 -1.501 0.5003
H -1.515 2.285 0.423 0.3577
H 0.984 0.446 -0.715 0.4770
N -0.462 -0.373 1.746 -0.8090
H -0.071 -0.583 2.647 0.4046
O 2.348 -1.684 0.697 -0.9769
O -1.171 0.212 -2.420 -0.9735
O 1.368 -0.125 -1.419 -0.9886
N -1.099 1.369 0.351 -0.8101
H -1.675 1.129 2.357 0.1540
H -0.019 -0.922 1.032 0.4061
C -1.135 0.767 1.480 0.3144
H 1.974 -1.256 -0.076 0.4941
H 2.469 -2.622 0.426 0.4680
```

Values from the calculation:
Structure (SMILES): [H]/N=C/N.O.O.O
HOMO: -9.85 eV
Frontier orbital gap: 10.6 eV
E_LUMO: 0.80 eV

(two)
Density functional theory data (the ωB97M-V functional and the def2-TZVPD basis) for a 4-piece molecular cluster, CH10N2O3 overall.

Geometry as XYZ:
```
16
Properties=species:S:1:pos:R:3:nbo_charge:R:1
H 0.936 -0.495 2.830 0.4710
C -1.399 -0.469 0.097 0.2762
H -0.507 0.902 -1.517 0.4868
H 1.956 -0.387 1.656 0.5048
H -3.145 0.151 -0.380 0.3524
N -0.608 -1.548 0.077 -0.7937
H -0.355 1.888 -2.630 0.4842
H 2.577 1.484 -0.318 0.4771
H 1.206 1.055 -0.492 0.4900
O 1.558 -0.992 2.295 -0.9706
H -1.308 0.226 0.939 0.1479
N -2.321 -0.279 -0.785 -0.8143
H 0.187 -1.612 0.698 0.4281
H -0.839 -2.274 -0.568 0.4040
O 0.181 1.333 -2.055 -0.9728
O 1.882 1.015 0.153 -0.9712
```

Values from the calculation:
Structure (SMILES): [H]/N=C/N.O.O.O
HOMO: -9.13 eV
Frontier orbital gap: 9.9 eV
E_LUMO: 0.76 eV

Of them, (two) has the lowest stability.